Entry 1:
Computed, not measured: a cluster of 3 separate species, C8H24N2O3 in total, with ωB97M-V/def2-TZVPD.

Values from the calculation:
E_tot ... -17807.070 eV
Max |F| ... 0.01946 hartree/bohr
SMILES string ... COC[C@H](C)N.COC[C@H](C)N.O

Geometry as ORCA input:
```
! RIJCOSX wB97M-V def2-TZVPD def2/J DEFGRID3
* xyz 0 1
H -1.8783 1.9289 4.0092
C -1.0639 5.2901 3.8938
O -0.1298 2.6981 3.2763
H 0.4227 -1.3793 -0.3175
C 0.4061 -4.7039 -5.7875
H 0.0218 5.2466 3.9086
N 0.9634 -2.9943 -1.3327
H -0.1434 3.5283 5.7027
C 1.6660 -1.7345 -3.3099
H -0.0396 0.8379 2.3798
H -0.0499 -4.7256 -3.0955
H 0.3467 -3.7253 -0.9824
H -1.2383 4.4826 6.3885
H -0.1202 -4.4611 -6.7065
C -1.5096 2.8414 3.5258
H 1.4784 -4.7707 -5.9904
H -1.3936 5.5030 2.8694
H 1.2038 2.0103 1.9401
N -1.1487 3.6631 5.7919
C -1.6891 4.0215 4.4585
H -0.4300 2.2161 1.2727
H 1.8959 -3.4008 -1.2953
H -2.7535 4.1908 4.6385
O 0.1444 -3.6582 -4.8577
H 1.5930 -4.4581 -3.6059
H 2.6616 -2.1776 -3.3202
H 0.0522 -0.0266 -0.9295
H -1.3952 6.1682 4.4612
H -2.0413 3.0409 2.5870
H -0.3275 -2.2191 -2.8046
O 0.0568 -0.5044 -0.0959
C 0.6032 -3.9646 -3.5735
H 1.6563 -0.7926 -2.7616
C 0.1395 1.8885 2.1441
C 0.6458 -2.7116 -2.7383
H 0.0255 -5.6590 -5.4126
H 1.3688 -1.4891 -4.3309
*
```

The net atomic charges from natural (NBO), expressed in e, are:
1. H 0.1802
2. C -0.6256
3. O -0.5612
4. H 0.4958
5. C -0.2476
6. H 0.2164
7. N -0.8419
8. H 0.3540
9. C -0.6145
10. H 0.1828
11. H 0.1585
12. H 0.3641
13. H 0.3459
14. H 0.1966
15. C -0.0642
16. H 0.1699
17. H 0.2053
18. H 0.1879
19. N -0.8262
20. C -0.0713
21. H 0.1641
22. H 0.3588
23. H 0.1875
24. O -0.5420
25. H 0.1552
26. H 0.1994
27. H 0.4576
28. H 0.2011
29. H 0.1623
30. H 0.1973
31. O -0.9725
32. C -0.0652
33. H 0.2126
34. C -0.2405
35. C -0.0779
36. H 0.1684
37. H 0.2288

---

Entry 2:
Computed, not measured: a structure of composition C19H27KN7O5, with ωB97M-V/def2-TZVPD.

Values from the calculation:
E_tot ... -57138.635 eV
Max |F| ... 0.00201 hartree/bohr

Geometry as ORCA input:
```
! RIJCOSX wB97M-V def2-TZVPD def2/J DEFGRID3
* xyz -1 1
C 0.6303 2.2766 3.5889
N 1.6835 0.2906 -4.4709
H 0.9701 -1.6892 -4.5940
H -2.7249 3.8155 4.5238
H -2.3433 -0.4717 1.2453
N -1.7515 -2.4765 1.4847
H 1.1703 1.5713 -6.0683
O -0.8738 3.8201 6.5033
H -2.7697 -1.2139 2.7786
N -0.3498 -4.0078 0.5865
C -1.9889 -1.1466 2.0223
N -0.3614 2.3264 2.6994
H 0.1668 -1.9420 -2.6359
C 1.0914 -1.7554 -0.7145
H 1.5800 3.5454 -4.7806
C 1.9542 1.4576 -5.3077
C -1.7545 3.3851 4.3057
H 0.7316 -5.3486 -0.6311
C 0.4931 2.7693 4.8781
C 1.0248 0.7383 -3.3031
H 1.7993 -1.0709 -0.2330
H 1.5565 -2.7467 -0.6719
N 0.6515 0.0803 -2.2827
H 0.1266 -0.5367 -5.6456
C -1.5289 2.8674 3.0384
H -2.0488 -5.1892 0.9771
C -1.7361 -3.5950 2.4079
H -1.0535 -3.4087 3.2485
N 0.8919 2.1171 -3.3920
H -0.3599 2.6132 -1.8005
O -2.3916 2.2884 0.8983
C -1.2193 -4.7134 1.5183
H 2.8596 2.7636 -3.8246
O -3.6989 3.4669 2.3078
K -0.1152 1.0748 0.3741
C 0.6159 2.8839 -2.1960
C -0.7230 3.3298 5.2304
H 1.3794 2.7373 -1.4226
H 1.3244 2.7064 5.5647
H -1.7644 4.1786 6.5739
H -2.7304 -3.7998 2.8044
C 1.0998 -0.8122 -5.2175
H -1.0087 -5.2624 -0.9641
O 2.8777 1.6422 3.9776
C -0.6940 -2.6441 0.6023
H 0.5840 3.9398 -2.4606
O 1.9693 1.1411 1.9778
N -0.1586 -1.6614 0.0067
H 1.7728 -1.0748 -6.0345
H -1.0833 -0.7306 2.4779
H 1.9033 -1.5708 -2.6829
C 1.9637 1.6235 3.1392
C 0.9578 -1.3352 -2.1756
H 0.0525 -3.9482 -1.4692
H 2.9191 1.3698 -5.8078
C -2.6554 2.8813 1.9767
C -0.1261 -4.6746 -0.6824
H -0.6778 -5.4830 2.0702
C 1.8905 2.6081 -4.3195
*
```

The net atomic charges from natural (NBO), expressed in e, are:
1. C 0.1132
2. N -0.4525
3. H 0.2165
4. H 0.2314
5. H 0.2391
6. N -0.4254
7. H 0.1737
8. O -0.6785
9. H 0.2029
10. N -0.4536
11. C -0.4181
12. N -0.4877
13. H 0.1739
14. C -0.2403
15. H 0.2022
16. C -0.2138
17. C -0.3361
18. H 0.1938
19. C -0.3035
20. C 0.5987
21. H 0.2212
22. H 0.1717
23. N -0.5646
24. H 0.1764
25. C 0.1207
26. H 0.1692
27. C -0.2153
28. H 0.1801
29. N -0.4245
30. H 0.2265
31. O -0.8142
32. C -0.2096
33. H 0.1771
34. O -0.7416
35. K 0.9146
36. C -0.4093
37. C 0.3137
38. H 0.1974
39. H 0.2464
40. H 0.4713
41. H 0.2008
42. C -0.4041
43. H 0.1774
44. O -0.7385
45. C 0.6107
46. H 0.2047
47. O -0.8132
48. N -0.5853
49. H 0.1969
50. H 0.2054
51. H 0.1766
52. C 0.7353
53. C -0.2364
54. H 0.2135
55. H 0.1992
56. C 0.7350
57. C -0.4024
58. H 0.1965
59. C -0.2151

---

Entry 3:
Computed, not measured: a cluster of 2 separate species, C10H16 in total, with ωB97M-V/def2-TZVPD.

Values from the calculation:
⟨S²⟩ ... 0.771
E_tot ... -10617.884 eV
Max |F| ... 0.11351 hartree/bohr

Geometry as ORCA input:
```
! RIJCOSX wB97M-V def2-TZVPD def2/J DEFGRID3
* xyz 1 2
H 2.6908 -0.3960 -2.0642
C 0.0475 0.8426 -1.7672
H 2.2580 -1.0041 -0.5795
H 0.6065 -1.3182 2.5135
H -2.5407 -1.9428 -0.4747
C 1.2896 0.8552 -1.2125
H -1.6513 3.3381 -0.1968
H 0.7367 3.9036 0.4068
C -0.7084 -1.5239 0.7611
H -0.1329 -1.8180 -0.0162
H -0.8450 -0.3851 0.7923
H 2.4952 2.4671 0.1711
C 0.4950 2.9628 -0.0711
C -0.8076 2.7245 -0.4791
H -2.1937 -3.0917 1.1418
H 0.5835 -2.9492 1.8858
C -1.0997 1.6519 -1.3371
C -0.0882 -2.0477 2.1409
H -0.7890 -2.4877 2.8886
C 2.3307 -0.1087 -1.1904
C 1.4980 2.1084 -0.3960
H -2.1710 1.5676 -1.8069
H -2.8166 -1.6063 1.3785
H 3.1855 0.2958 -0.5667
H -0.1287 0.1476 -2.4940
C -2.2444 -2.1858 0.5717
*
```

The net atomic charges from natural (NBO), expressed in e, are:
1. H 0.2693
2. C -0.2353
3. H 0.3025
4. H 0.2074
5. H 0.2220
6. C 0.1907
7. H 0.2466
8. H 0.2577
9. C -0.3791
10. H 0.1752
11. H 0.1624
12. H 0.2647
13. C -0.2787
14. C -0.0224
15. H 0.2338
16. H 0.2095
17. C -0.0405
18. C -0.6322
19. H 0.2262
20. C -0.6997
21. C -0.0198
22. H 0.2772
23. H 0.2073
24. H 0.2484
25. H 0.2372
26. C -0.6302

---

Entry 4:
Computed, not measured: a structure of composition C23H43Cl2F5N3O5SiTeTi, with ωB97M-V/def2-TZVPD.

Values from the calculation:
⟨S²⟩ ... 2.007
E_tot ... -116179.170 eV
Max |F| ... 0.07601 hartree/bohr

Geometry as ORCA input:
```
! RIJCOSX wB97M-V def2-TZVPD def2/J DEFGRID3
* xyz -1 3
H -1.3570 4.0526 5.0370
H -1.8467 5.2628 -0.3199
H -0.6672 -5.9077 1.0179
C -2.2683 -3.3449 -0.5792
Si -0.1279 3.7899 -1.3767
H 2.7008 -1.4243 0.0003
H 4.1367 -1.9016 -3.0727
C -0.7086 -3.1549 3.5311
H -0.3529 -3.3822 4.5424
H -0.9169 3.5247 -3.7369
H 2.9616 1.2387 -2.6199
H -0.1616 3.9231 6.3521
F -1.6150 0.2655 3.5218
N 0.2815 -2.2871 2.9043
C 1.6237 -2.1900 3.4745
Te -2.7308 0.9219 2.0813
Ti 0.7587 1.3342 0.9563
N 0.3546 2.8896 4.6271
C -1.3286 -1.5588 -2.1199
H 2.2360 4.1456 -2.1716
H 2.3561 -2.6600 2.8010
H 1.1418 5.2946 -2.9227
H 3.2159 -0.0726 -3.8300
H 0.8859 0.9666 5.2671
H -0.7071 -2.8192 -6.3208
Cl 0.0477 1.3978 -1.2462
H 1.6058 -2.7209 4.4292
C 0.0952 -2.7740 -5.5650
H 2.2568 2.0599 4.9447
F -3.6715 1.5748 0.5285
C 2.6278 -0.5272 -0.6369
H 3.6740 -2.6109 -1.4902
H -3.2683 -2.9440 -0.7256
O 0.7743 -0.6353 1.4494
H -1.5413 0.5931 -4.1390
H 1.2981 -4.7361 0.0568
H -0.2543 -3.4832 -3.5245
C 1.3663 4.7836 -1.9740
C -0.2904 4.0162 5.2754
C -0.4534 -2.6722 -4.2096
H -2.2615 3.3872 -2.5797
C -1.1556 -2.7455 -1.2457
C 3.3102 -2.0636 -2.3705
H 1.8921 -1.1373 3.6234
H 1.5669 0.3149 -3.2849
H -1.5953 4.9880 -2.9862
H 0.9956 -2.7524 -1.4020
O 2.4119 0.6094 -0.1296
C 0.0001 -1.5619 1.8307
H -1.6735 3.7841 0.5971
H 1.2331 2.3278 6.4104
O -0.2029 -0.8760 -2.6207
O 0.9434 1.6959 2.8539
C -0.8306 -5.0067 0.4349
H -0.8323 -4.0928 2.9699
Cl 1.6384 3.4582 0.6333
C 2.6201 0.2591 -2.9760
C -1.6939 -0.4413 -4.4820
C 0.2811 -4.3803 -0.1323
H -1.3497 -0.5391 -5.5121
H -0.3830 3.3224 2.7261
H -2.9524 -4.9573 0.6771
H 0.7736 -1.9441 -5.8570
N 2.7974 -0.7642 -1.9435
C 1.2417 2.0036 5.3668
H 1.7023 5.5776 -1.2921
C 0.2568 2.6665 3.3395
F -4.3262 0.5860 3.1727
H -1.6804 -2.6451 3.5895
C 0.1233 -3.2637 -0.9588
F -2.7708 -0.8833 1.3039
H -2.1433 -0.8927 -1.8222
C -1.3392 3.9295 -2.8120
O -1.0804 1.3593 1.1633
H -0.5084 5.0892 0.7887
F -2.6498 2.7000 2.8297
C -1.1077 4.5441 0.0550
H -0.9050 -1.8107 1.2672
H 0.6775 -3.7040 -5.6406
H 0.1426 4.9730 4.9568
H 2.5291 -2.6500 -2.8759
C -2.0946 -4.4739 0.2172
C -0.9785 -1.5094 -3.6761
H -2.7539 -0.7083 -4.4242
*
```

The net atomic charges from Mulliken, expressed in e, are:
1. H 0.2964
2. H 0.4732
3. H 0.4200
4. C -0.5191
5. Si 0.9393
6. H 0.2983
7. H 0.3974
8. C -0.8454
9. H 0.3490
10. H 0.2745
11. H 0.2549
12. H 0.2669
13. F -0.4770
14. N 0.5634
15. C -0.8615
16. Te 1.6422
17. Ti -0.1066
18. N 0.3640
19. C -1.2779
20. H 0.3044
21. H 0.2239
22. H 0.3141
23. H 0.3796
24. H 0.1829
25. H 0.3305
26. Cl -0.2475
27. H 0.3644
28. C -1.6494
29. H 0.2908
30. F -0.5145
31. C 0.1097
32. H 0.3022
33. H 0.4773
34. O 0.0398
35. H 0.0999
36. H 0.3712
37. H 0.2691
38. C -1.2411
39. C -0.8287
40. C -0.7565
41. H 0.2856
42. C 0.0675
43. C -1.0327
44. H 0.1790
45. H 0.1309
46. H 0.3770
47. H 0.3347
48. O -0.8075
49. C -0.4946
50. H 0.1489
51. H 0.2780
52. O 0.3951
53. O -0.3012
54. C -0.7684
55. H 0.2412
56. Cl -0.5995
57. C -0.8150
58. C -1.4558
59. C -0.5699
60. H 0.4869
61. H 0.3463
62. H 0.3807
63. H 0.2591
64. N 0.4557
65. C -0.7204
66. H 0.3643
67. C -0.1875
68. F -0.4661
69. H 0.2467
70. C 0.4522
71. F -0.4682
72. H 0.3890
73. C -1.2493
74. O 0.3731
75. H 0.3049
76. F -0.5228
77. C -1.0142
78. H 0.7177
79. H 0.4102
80. H 0.3327
81. H 0.3022
82. C -0.4953
83. C 1.1848
84. H 0.2501

---

Entry 5:
Computed, not measured: the molecule C10H15ClN2, with ωB97M-V/def2-TZVPD.

Values from the calculation:
E_tot ... -26114.200 eV
Max |F| ... 0.06539 hartree/bohr
SMILES string ... CCN(C)CCc1cncc(Cl)c1

Geometry as ORCA input:
```
! RIJCOSX wB97M-V def2-TZVPD def2/J DEFGRID3
* xyz 0 1
C -1.5693 0.1366 0.6512
C 0.9030 -0.0192 1.0426
H 1.6908 -0.3772 1.7450
C -2.7183 -0.5868 0.4891
H 0.0392 -2.0203 -0.4729
H 2.1600 1.5928 -0.6752
H 4.0368 -0.8193 -1.1110
C -1.6640 1.4758 0.2005
H 0.9694 -1.5504 -1.9766
H 1.9383 -2.1315 -0.4793
C -0.5172 -0.4222 1.4894
H 1.0982 1.0188 1.2555
C 1.0143 -1.5690 -0.8253
C -3.8039 1.3877 -0.4959
H -2.7511 -1.5684 0.8837
H -4.6194 1.7728 -1.1220
H -0.5606 -1.5707 1.7109
H -0.8545 2.1178 0.4410
C 3.7428 0.1320 -0.5380
H -0.6952 0.1779 2.4670
H 4.4479 0.8399 -1.0002
C 2.2849 0.5304 -0.8727
N 1.1905 -0.1618 -0.3258
Cl -5.2494 -0.8995 -0.5036
H 3.8671 0.0136 0.5143
H 2.1165 0.3531 -1.9829
N -2.7056 2.1739 -0.3089
C -3.7910 -0.0271 -0.2000
*
```

The net atomic charges from natural (NBO), expressed in e, are:
1. C -0.0534
2. C -0.2136
3. H 0.1641
4. C -0.1918
5. H 0.2069
6. H 0.1921
7. H 0.2020
8. C 0.0379
9. H 0.2070
10. H 0.1811
11. C -0.4366
12. H 0.1947
13. C -0.4286
14. C 0.0011
15. H 0.2180
16. H 0.2068
17. H 0.2277
18. H 0.1825
19. C -0.6447
20. H 0.2405
21. H 0.2204
22. C -0.1999
23. N -0.4577
24. Cl 0.0146
25. H 0.2057
26. H 0.1905
27. N -0.3820
28. C -0.0851

---

Entry 6:
Computed, not measured: the molecule C7H8, with ωB97M-V/def2-TZVPD.

Values from the calculation:
E_tot ... -7380.889 eV
Max |F| ... 0.08917 hartree/bohr

Geometry as ORCA input:
```
! RIJCOSX wB97M-V def2-TZVPD def2/J DEFGRID3
* xyz 0 1
C 1.1707 -0.2888 1.0869
C 0.2065 -2.1958 -1.5258
H 2.1893 -0.4857 0.7300
C -0.4891 -1.3672 -0.7943
H -0.0597 1.2331 -1.8213
H -2.9452 0.8272 1.3055
C 0.1542 -0.0517 -0.0709
H -1.7795 -1.6349 -0.6561
H 0.8432 -1.1311 1.6963
H 1.6426 0.9384 -1.4002
C -2.3397 0.1896 0.7247
H 1.2260 0.5966 1.7446
C -1.1587 0.2166 0.4451
H 0.6721 2.0611 -0.4380
C 0.6379 1.1073 -0.9932
*
```

The net atomic charges from natural (NBO), expressed in e, are:
1. C -0.5945
2. C 0.2495
3. H 0.2207
4. C -0.6110
5. H 0.2281
6. H 0.2409
7. C -0.1342
8. H 0.3702
9. H 0.2281
10. H 0.2207
11. C -0.3219
12. H 0.2213
13. C 0.0554
14. H 0.2212
15. C -0.5944